This record from the Open Molecules 2025 dataset describes 7 unconnected molecules or ions with the total composition C32H78N4O10. The level of theory is the ωB97M-V functional and the def2-TZVPD basis.

XYZ file:
```
124
Properties=species:S:1:pos:R:3:forces:R:3
C -6.43667 -0.68293 2.87545 -0.4 -2.1 1.2
C -5.15481 -0.69435 3.65880 2.8 0.8 -1.8
C -4.41876 0.63171 3.26458 -1.5 1.2 0.5
C -3.50181 1.27835 4.35815 0.1 -0.9 -1.9
C -4.12440 1.27006 5.74587 -0.5 -1.2 -1.3
C -4.63754 -0.15267 6.10936 0.1 0.8 -1.3
N -5.52296 -0.64618 5.02670 0.0 1.4 1.4
O -6.07629 -1.86145 5.43652 -0.5 -1.1 0.1
C -3.44685 -1.05547 6.41574 -1.2 -0.1 0.7
C -5.55884 -0.02728 7.31555 1.8 -0.3 1.2
C -4.15049 -1.81851 3.22989 -0.6 -1.3 0.3
H -6.35579 -0.55810 1.83401 0.3 0.3 -1.3
H -7.10093 0.00993 3.34292 -0.4 0.8 0.0
H -6.85920 -1.66698 3.06788 -0.5 -0.2 -0.3
H -4.01127 0.55858 2.21169 0.1 -0.1 1.4
H -5.26649 1.32896 3.14615 0.3 0.2 0.0
H -3.17573 2.23124 3.93085 -0.3 0.3 0.6
H -2.60623 0.69325 4.30293 0.9 -0.5 0.5
H -5.00890 1.87204 5.69723 -0.4 0.8 0.3
H -3.43741 1.58578 6.51591 0.1 0.3 0.2
H -2.67286 -1.13125 5.67659 0.1 0.0 -0.6
H -3.00704 -0.60296 7.29085 0.4 -0.3 0.6
H -3.89543 -2.02648 6.63563 0.6 -0.2 0.1
H -4.98629 0.54893 8.08101 -0.6 -0.5 -0.2
H -6.47792 0.48223 7.12972 -0.5 0.5 -0.5
H -5.77811 -1.03567 7.67705 0.0 0.3 0.3
H -4.23273 -2.06082 2.14587 -0.2 0.1 0.7
H -4.24799 -2.75896 3.83080 -0.3 0.6 -0.6
H -3.11505 -1.54372 3.37809 0.3 0.5 0.1
H -6.96558 -1.66397 5.77608 0.4 0.1 -0.3
C -1.67850 -1.81498 0.51145 -1.2 -0.7 -0.5
C -0.32911 -2.33575 0.99847 -1.5 -0.8 -1.0
C -0.52602 -3.31532 2.14277 1.7 0.7 1.8
C -1.00616 -4.70189 1.83348 0.2 0.9 0.6
C -0.07870 -5.28781 0.82084 0.3 -2.1 -1.5
C -0.04617 -4.45510 -0.46980 0.6 0.5 0.1
N 0.38196 -3.07501 -0.06540 0.3 -1.3 1.9
O 0.47938 -2.31323 -1.17139 -1.9 1.5 -1.8
C 1.01073 -4.84916 -1.51166 -0.5 2.7 0.4
C -1.36374 -4.62573 -1.27184 2.2 0.6 -2.0
C 0.41291 -1.11413 1.44588 2.3 -0.2 -1.0
H -1.62530 -1.39462 -0.50672 0.0 -0.1 0.5
H -2.06475 -1.07435 1.19899 0.0 0.5 0.1
H -2.46426 -2.59689 0.52685 0.4 0.2 -0.3
H 0.44260 -3.38440 2.71354 -0.5 0.0 -0.6
H -1.18508 -2.87661 2.86975 -0.5 0.5 0.3
H -2.07329 -4.58518 1.63401 0.0 -0.7 -0.8
H -0.95482 -5.28487 2.73979 0.0 -0.2 0.4
H -0.45852 -6.29108 0.54040 0.1 0.3 -0.1
H 0.94966 -5.54461 1.21187 -0.9 0.9 -0.1
H 2.00525 -4.57988 -1.26350 1.1 -0.1 0.8
H 0.90270 -5.82606 -1.75671 0.0 -3.2 -0.7
H 0.81669 -4.25245 -2.40731 -0.2 -0.2 0.0
H -1.14968 -5.40548 -2.06800 -0.8 0.6 1.2
H -2.19528 -4.79774 -0.68720 -1.8 -0.7 1.1
H -1.53603 -3.71211 -1.84799 0.0 0.0 0.1
H 0.02922 -0.68270 2.33443 -0.6 0.2 1.0
H 0.46918 -0.32366 0.68738 -0.3 -0.2 -0.1
H 1.46012 -1.40537 1.61084 -0.1 0.1 0.2
H 1.38447 -2.12233 -1.35948 1.7 0.3 0.0
C -0.60870 2.92740 0.76685 -0.3 0.6 -3.0
C 0.82667 3.00483 0.20278 0.4 1.5 -0.3
O 1.12931 4.20511 -0.63731 -1.1 -0.8 0.7
O -1.67245 2.87798 -0.21623 0.0 1.2 1.4
H -0.91052 3.87529 1.18048 0.6 0.0 1.4
H -0.68650 2.03431 1.33283 0.1 -0.5 1.3
H 1.22284 2.13750 -0.32728 -0.7 -0.3 -0.4
H 1.52767 3.06122 1.04657 -0.3 0.4 0.1
H 0.30984 4.59588 -1.01255 0.4 -0.7 0.6
H -1.45499 2.33983 -0.94326 0.7 -1.4 -1.7
C 3.94745 -2.22013 -2.59395 -1.9 -0.7 0.4
C 3.34890 -2.79958 -3.92212 1.8 0.4 1.3
O 4.46623 -3.42639 -4.58290 -0.9 0.5 -0.5
O 2.94771 -1.39398 -1.84828 2.3 -1.6 -0.8
H 4.85545 -1.73851 -2.92968 0.0 0.9 0.2
H 4.31366 -3.04235 -1.94105 -0.6 0.5 -0.1
H 3.17569 -1.92333 -4.51548 -0.7 0.3 -0.6
H 2.45027 -3.41366 -3.77157 0.4 0.0 -0.2
H 4.67295 -4.25705 -4.17656 0.0 -0.7 0.4
H 2.70803 -0.61834 -2.40822 -0.2 0.0 0.0
C 0.63374 -0.08025 -3.66884 -1.1 0.6 -0.6
C -0.52685 0.22605 -2.68708 0.5 -1.5 -1.9
O -0.63130 1.60727 -2.55957 -0.7 0.9 0.6
O 1.84864 0.43550 -3.16880 0.7 0.0 0.0
H 0.32793 0.40796 -4.65244 0.7 -0.8 0.9
H 0.80122 -1.17347 -3.75334 -0.4 0.6 -0.2
H -0.29741 -0.36795 -1.79871 -0.4 0.6 0.4
H -1.47045 -0.12268 -3.19004 0.7 0.1 0.7
H 0.23764 2.01940 -2.54590 0.4 0.0 0.0
H 2.06679 1.41084 -3.20370 -0.9 0.1 -0.2
C 1.25722 2.98306 -5.41160 1.5 -1.2 -0.6
C 2.22700 3.74672 -4.53835 0.2 -1.2 2.0
C 2.03239 5.21632 -4.50624 0.3 1.5 -0.5
O 0.64082 5.39195 -4.42238 -0.2 1.2 0.8
C 0.26446 6.73272 -4.61140 -0.9 1.3 -0.2
N 2.22394 3.11951 -3.13959 -1.6 1.2 -1.6
H 1.70949 1.97439 -5.55159 -0.4 0.6 -0.2
H 1.16572 3.46484 -6.34473 0.4 0.5 -1.6
H 0.22730 2.83693 -5.20914 -0.8 0.1 1.5
H 3.23809 3.63134 -4.90853 0.2 -0.5 -0.3
H 2.43058 5.65850 -5.45229 -0.5 -0.3 0.1
H 2.64507 5.80913 -3.74649 -0.9 -1.0 -0.2
H 0.48933 7.49549 -3.80783 0.5 -1.1 -0.4
H -0.83133 6.84633 -4.71804 0.4 -0.7 0.0
H 0.68229 7.08474 -5.56264 0.1 0.2 0.1
H 3.15643 3.17573 -2.85955 2.2 -0.1 0.9
H 1.80032 3.80340 -2.50135 -0.3 -0.6 -0.1
C 5.94594 0.99518 -2.69552 1.4 0.6 -1.5
C 5.17466 1.64955 -1.59421 -0.5 -0.7 0.8
C 5.77544 1.32062 -0.16380 0.4 0.9 -3.8
O 4.88799 1.76924 0.74434 -1.1 1.2 1.5
C 3.86865 0.82816 0.97378 -0.6 -1.0 0.4
N 4.92101 3.09444 -1.71634 2.1 0.1 -0.1
H 5.28957 0.85706 -3.60929 1.0 0.0 0.9
H 6.34645 0.03494 -2.33092 -0.4 0.1 -0.4
H 6.87874 1.56878 -2.99523 -1.0 -0.4 0.2
H 4.21350 1.14198 -1.71731 -0.3 0.2 0.7
H 6.72842 1.87878 -0.15084 -0.2 -0.2 0.6
H 5.94698 0.26742 -0.14334 0.3 -1.0 0.5
H 2.99352 1.31676 1.45308 0.7 -0.3 -0.2
H 4.33857 0.09513 1.64426 -0.7 -0.2 0.1
H 3.50784 0.26235 0.07144 0.4 0.7 0.5
H 4.59975 3.37886 -0.79887 -0.6 0.1 0.2
H 5.88524 3.50621 -1.69579 -1.0 -0.1 -0.5
```
Forces are in eV/Å.

Values from the calculation:
* HOMO energy: -0.293 Ha
* SMILES string: CC1(C)CCCC(C)(C)N1O.CC1(C)CCCC(C)(C)N1O.COC[C@H](C)N.COC[C@H](C)N.OCCO.OCCO.OCCO
* charge: 0

***

This record from the Open Molecules 2025 dataset describes a molecular structure, C4H9NO2S. The level of theory is the ωB97M-V functional and the def2-TZVPD basis.

XYZ file:
```
17
Properties=species:S:1:pos:R:3:forces:R:3
C -0.21600 -1.53048 0.24367 -2.5 -1.0 1.5
C -0.16894 -0.03434 0.56277 -2.3 -0.3 -1.5
C 0.05272 0.18161 2.02513 1.5 -1.1 -0.1
C 0.41112 1.59835 -0.99209 1.5 0.3 3.1
N 0.85890 0.59630 -0.22734 -1.2 1.4 -1.3
O -0.10164 -0.00251 -2.81987 -0.7 0.9 -0.2
O -0.59846 -1.83413 -1.08226 0.9 0.6 -1.4
S 0.54616 -1.27011 -2.20226 -0.6 -0.4 1.1
H 0.75189 -1.94092 0.45310 0.5 -0.5 0.3
H -1.10251 -2.07582 0.86234 2.3 1.3 -1.0
H -1.27694 0.32421 0.28248 2.2 -0.2 0.5
H 0.16117 1.21375 2.20127 0.7 1.3 0.4
H 0.86689 -0.46016 2.48492 -0.9 0.9 -0.6
H -0.87192 -0.03958 2.43310 -1.7 -0.8 1.4
H -0.49118 2.18323 -0.71257 -0.1 -0.9 -0.4
H 1.19809 2.22475 -1.38630 0.2 0.0 -0.5
H -0.01936 0.86588 -2.12611 0.0 -1.4 -1.3
```
Forces are in eV/Å.

Values from the calculation:
* HOMO energy (spin up / spin down): -0.319 / -0.319 Ha
* charge: 0

***

This record from the Open Molecules 2025 dataset describes 19 unconnected molecules or ions with the total composition H37O19. The level of theory is the ωB97M-V functional and the def2-TZVPD basis.

XYZ file:
```
56
Properties=species:S:1:pos:R:3:forces:R:3
O -1.15912 0.55497 1.66245 -0.7 0.3 -1.8
H -0.20784 -3.52375 3.26130 0.0 -0.2 0.2
H -0.63573 0.16222 2.35202 0.2 -0.5 -0.1
O 1.64857 -0.08458 1.57730 -0.4 0.4 -0.7
H -2.24488 0.25156 0.06063 -2.4 0.6 -1.7
H 2.42287 -0.59813 1.38101 0.6 -0.2 -0.1
O -1.67503 1.46239 -2.90200 -1.1 0.4 -0.9
H -1.02464 2.42652 2.18843 -0.2 -0.5 0.2
H 0.15325 3.99274 -1.68790 0.4 0.3 -0.1
O -1.46171 4.15996 -0.30063 -0.6 -0.5 0.4
H -1.56048 3.18063 -0.39234 -0.3 1.2 0.4
H -2.21021 4.51122 0.23965 0.8 -0.8 -0.7
O -0.88859 -0.78692 -0.44671 1.2 0.1 -0.1
H -1.06124 0.02242 0.71133 1.3 0.4 2.3
H -3.08028 1.09308 -1.09742 0.5 0.3 0.1
O 3.31691 -2.98567 2.17356 -0.1 0.3 -0.6
H 3.25730 -3.23394 1.23828 0.1 -0.2 0.2
H 2.96247 -2.08712 2.15360 0.1 -0.4 0.4
O 1.07011 4.31170 -1.75792 -0.2 -0.3 0.0
H -1.33809 -0.70828 -1.28165 -0.2 0.1 -0.1
H 1.46425 3.84528 -2.50657 -0.2 0.0 0.2
O -1.05050 3.05960 2.92754 0.2 -0.3 0.0
H 0.46523 -1.55493 -1.01094 0.1 -0.3 0.0
O -1.28791 -3.14270 0.60343 0.6 0.4 0.2
H 4.27911 -0.55988 -1.68323 1.1 0.5 0.7
H -1.01166 -2.20615 0.39991 -0.1 -0.7 0.0
O -3.45476 -1.97424 -1.83493 -1.3 2.1 0.4
H -3.77782 -1.04815 -1.53359 0.4 -2.1 -0.4
H -2.53098 -1.79092 -1.70513 0.8 -0.6 0.0
O 1.80248 4.33180 1.57441 -3.1 -1.3 -0.3
H 1.13513 4.65831 0.89093 1.5 -0.4 1.0
H 1.22389 3.60538 2.01400 1.6 1.6 -0.8
O -3.11759 0.38142 -0.45692 0.0 -0.1 1.1
H -1.20575 0.71782 -2.50965 -0.2 -0.3 -0.6
H 1.35052 -1.96286 -2.24404 0.0 0.4 -0.6
O 5.01214 -0.14697 -1.15512 -1.5 0.2 -0.5
H 1.61839 0.26023 -1.15802 -0.6 -0.1 0.0
H -0.93650 3.90669 2.51231 0.0 0.7 -0.2
O 1.25223 -2.10427 -1.30932 0.4 0.8 0.6
H -2.28799 1.18270 -3.63991 1.3 0.0 1.4
H -2.11180 -3.15640 0.12157 -0.5 -0.4 -0.1
O 3.25286 1.84266 -0.33304 0.6 1.1 0.4
H 2.48805 1.37970 -0.00438 -0.2 -0.3 0.5
H 2.87348 2.73032 -0.45358 0.4 -0.2 0.0
O 1.36382 0.96311 -1.76566 -0.4 0.0 -1.1
H 0.55551 1.38343 -1.45967 0.1 -0.4 0.4
H 4.59563 0.71150 -0.86938 0.4 -0.9 -0.3
O 0.44602 -4.59668 -1.41241 1.0 0.9 -0.5
H -0.10561 -4.28327 -0.67399 0.2 0.1 -0.2
H 1.03124 -3.79010 -1.61980 -1.6 -1.7 0.9
O 0.52429 -4.15579 3.24364 -0.4 0.4 -0.1
H 0.67654 -4.18930 2.29371 0.3 -0.2 -0.1
H 1.50798 -0.13205 2.51613 0.1 0.0 0.6
O -4.31616 -2.09006 1.38269 -1.2 -1.2 0.8
H -4.26660 -2.74432 0.69220 -0.3 -0.6 -0.3
H -3.74083 -1.45187 1.03382 1.3 1.9 -0.5
```
Forces are in eV/Å.

Values from the calculation:
* HOMO energy: -0.286 Ha
* charge: -1

***

This record from the Open Molecules 2025 dataset describes 2 unconnected molecules or ions with the total composition C3H11N2O. The level of theory is the ωB97M-V functional and the def2-TZVPD basis.

XYZ file:
```
17
Properties=species:S:1:pos:R:3:forces:R:3
C -0.32270 0.96611 2.22406 -0.9 -2.5 -0.3
C 0.23480 0.13859 1.08919 -0.5 1.5 -0.7
C -0.42214 -0.82694 0.46042 0.7 0.1 -0.6
N 0.26336 -1.43409 -0.69315 -0.3 -0.4 -0.4
N 1.37100 0.69283 0.37637 0.5 0.5 1.0
H 0.39212 0.97117 3.04389 0.1 1.1 -0.2
H -1.14721 0.38506 2.64660 -0.1 0.1 0.0
H -0.81075 1.82345 1.77122 0.7 0.8 0.6
H -1.45316 -1.11958 0.49009 -0.1 -0.2 0.8
H 1.22690 -1.08938 -0.77359 0.0 0.1 0.4
H -0.19571 -1.14733 -1.57151 -0.2 0.2 -0.2
H 0.23135 -2.45257 -0.63197 0.2 0.0 0.0
H 1.07685 1.62689 0.06598 -0.3 -0.5 -0.5
H 2.05676 1.02828 1.05732 0.2 -0.7 0.1
H -0.47871 -0.24489 -3.75244 -0.1 -0.3 0.3
H -1.14724 0.80393 -2.92859 -0.2 -0.1 0.4
O -0.87550 -0.12154 -2.87389 0.3 0.3 -0.7
```
Forces are in eV/Å.

Values from the calculation:
* HOMO energy: -0.525 Ha
* charge: +1

***

This record from the Open Molecules 2025 dataset describes a molecular structure, C5H5NO. The level of theory is the ωB97M-V functional and the def2-TZVPD basis.

XYZ file:
```
12
Properties=species:S:1:pos:R:3:forces:R:3
N 2.79401 -0.19511 0.29810 1.7 1.6 0.1
C 2.18490 0.82142 0.24095 0.0 -0.4 -0.1
C 0.94237 -0.23633 0.26670 -0.4 -0.6 -0.1
O 0.09825 -0.08807 1.39505 0.0 0.0 0.2
C -1.01402 -0.34260 0.52692 -0.5 0.0 0.1
C -1.24000 0.80692 -0.38462 0.0 0.2 0.0
C -0.17883 -0.20252 -0.72955 0.0 -0.1 -0.3
H 1.40300 -1.21480 0.24516 -1.2 -0.9 0.1
H -1.72778 -1.09989 0.83887 0.1 0.2 -0.1
H -2.12590 0.74241 -1.01594 0.2 0.0 0.1
H -0.98001 1.80558 -0.05014 0.1 -0.1 0.0
H -0.15598 -0.79704 -1.63151 -0.1 0.1 0.1
```
Forces are in eV/Å.

Values from the calculation:
* HOMO energy: -0.371 Ha
* charge: 0

***

This record from the Open Molecules 2025 dataset describes C6H15N in the gas phase. The level of theory is the ωB97M-V functional and the def2-TZVPD basis.

XYZ file:
```
22
Properties=species:S:1:pos:R:3:forces:R:3
C -1.51140 2.89351 0.69150 0.2 -0.5 -0.2
C -1.51583 1.35657 0.17313 1.3 0.6 2.4
C -0.12382 1.01795 -0.47459 1.6 1.9 -0.5
C 0.82294 0.06667 0.31362 0.4 -1.3 -3.1
C 0.09672 -1.35036 0.34030 -0.5 1.6 1.0
C 1.07802 -2.49871 -0.04430 -2.8 1.2 1.5
N 1.76895 -2.17984 -1.24679 -2.1 -0.2 -3.3
H -0.58957 3.16310 1.29866 -0.9 -0.9 -0.7
H -2.34089 2.81621 1.44958 0.4 1.4 -1.0
H -1.48032 3.72995 -0.13358 -0.9 -1.8 1.5
H -2.42587 1.03918 -0.36635 0.6 0.7 -0.3
H -1.66925 0.75610 1.18750 0.7 1.0 -2.0
H 0.63696 1.92621 -0.61280 -2.3 -0.9 0.4
H -0.20104 0.71851 -1.57779 -0.1 -0.3 1.7
H 1.67547 0.03465 -0.53487 -1.4 -0.5 2.4
H 1.30884 0.38755 1.25887 -0.8 0.1 -0.5
H -0.82547 -1.15153 -0.27862 1.2 -1.0 -0.4
H -0.50187 -1.55574 1.29490 1.5 0.1 -0.6
H 1.80985 -2.54977 0.75961 0.1 -0.2 0.1
H 0.39810 -3.36158 0.01235 0.7 -0.5 -0.5
H 2.42180 -2.89171 -1.36200 1.9 -1.3 -0.3
H 1.16768 -2.36692 -2.14833 1.0 0.8 2.4
```
Forces are in eV/Å.

Values from the calculation:
* HOMO energy: -0.346 Ha
* SMILES string: CCCCCCN
* charge: 0

***

Ordered F_max results: 3.9, 3.5, 3.4, 2.7, 2.3, 3.9; unit eV Å⁻¹.